(1)
Formula: C3H7N2OS
Source: OMol25
Level of theory: ωB97M-V with the def2-TZVPD basis set

Each line ends with the natural charge from an NBO analysis.
Geometry (Å):
C: 0.298277 1.140080 -0.025627  -0.010
C: -3.004666 -1.161693 -0.462031  -0.724
C: -1.635390 -0.521478 -0.337908  -0.030
N: 2.912942 0.125285 0.104662  -0.064
N: 1.231068 1.930568 0.450474  -0.719
O: 3.756503 -0.800533 0.229711  -0.405
S: -0.592142 -0.115411 0.958955  0.494
H: -2.855284 -2.246184 -0.684019  0.305
H: -3.486878 -1.173578 0.557477  0.275
H: -3.559254 -0.811363 -1.303976  0.282
H: -1.306826 -0.000151 -1.288609  0.267
H: 4.525444 -0.493552 0.788549  0.488
H: 1.866132 2.241075 -0.284085  0.432
H: 1.850069 1.886940 1.296428  0.409

Forces on atoms 1 to 3 (eV/Å):
0.6 0.5 -0.7
1.9 -1.4 2.7
-0.2 1.7 -0.9

For the total energy, the calculation gives -19072.6228 eV. The orbital gap (alpha / beta) is 0.256 / 0.257 Ha. The calculation puts the largest force on an atom at 3.58 eV/A. The HOMO energy (alpha / beta) comes out at -0.4737 / -0.4756 hartree. Its net charge is +1.

(2)
Formula: C3H5NO2S
Source: OMol25
Level of theory: ωB97M-V with the def2-TZVPD basis set

Each line ends with the natural charge from an NBO analysis.
Geometry (Å):
O: 0.612720 -2.269658 -1.101534  -0.813
C: 0.888404 -1.090072 -0.760346  0.766
O: 1.892871 -0.410308 -1.087418  -0.825
C: -0.083740 -0.423174 0.260183  -0.175
C: -0.938972 0.637426 -0.441665  -0.509
S: -2.176821 1.470129 0.652307  -0.815
N: 0.703716 0.159464 1.335920  -0.880
H: -0.749475 -1.195581 0.643767  0.172
H: -0.281982 1.417050 -0.828641  0.178
H: -1.480732 0.223498 -1.305074  0.178
H: 0.114846 0.885664 1.753258  0.364
H: 1.499170 0.595563 0.879246  0.359

Forces on atoms 1 to 3 (eV/Å):
0.0 0.2 -0.3
0.0 -0.5 0.6
0.0 0.1 -0.2

For the total energy, the calculation gives -19612.1953 eV. The orbital gap is 0.206 Ha. The SMILES is N[C@@H](C[S-])C(=O)[O-]. The calculation puts the largest force on an atom at 0.77 eV/A. The HOMO energy comes out at 0.0228 hartree. Its net charge is -2.

(3)
Formula: C14H56N22O14P2S
Source: OMol25
Level of theory: ωB97M-V with the def2-TZVPD basis set

Each line ends with the Mulliken charge.
Geometry (Å):
N: -1.344841 -2.039375 -1.869856  -0.599
C: -1.700024 -0.868445 -0.934945  -0.587
C: -1.239209 0.554554 -1.615643  -0.634
P: -0.063548 1.606916 -0.507231  0.437
C: 0.880273 3.033834 -1.434371  -0.434
N: 0.393566 3.217647 -2.871616  -0.542
C: 1.413598 0.397948 -0.739403  -0.435
O: 2.317886 0.450554 0.457005  -0.182
O: 3.255054 1.339829 0.276851  -0.419
P: -1.677079 3.028218 0.028008  0.495
O: -2.047692 4.165565 -1.237244  -0.569
O: -1.083392 3.992213 1.396970  -0.569
S: -3.317041 2.116971 0.627717  -0.334
H: -1.152652 -1.695701 -2.840686  0.308
H: -0.441677 -2.485265 -1.537399  0.262
H: -1.025908 -0.999595 0.038913  0.277
H: -2.861671 -0.925364 -0.686984  0.188
H: -2.201452 1.199742 -1.903252  0.272
H: -0.656034 0.418512 -2.648328  0.458
H: 0.072971 1.372040 0.934666  0.014
H: 0.703391 4.085122 -0.906315  0.262
H: 2.037089 2.824136 -1.509917  0.458
H: -0.592704 2.895797 -2.993427  0.240
H: 0.968881 2.556369 -3.449634  0.298
H: 1.085670 -0.742726 -0.816684  -0.038
H: 2.050572 0.645957 -1.709905  0.318
H: 4.056896 0.945099 -0.182165  0.321
H: -2.621357 3.744779 -1.967096  0.359
H: -1.884607 4.168678 1.981121  0.310
C: -7.342323 0.019992 2.468051  0.638
O: -8.122388 -0.905086 2.630459  -0.688
N: -6.177731 -0.117920 1.809036  -0.277
N: -7.577541 1.260010 2.933516  -0.272
H: -5.522611 0.631881 1.665066  0.134
H: -5.962005 -1.035764 1.442196  0.160
H: -8.443316 1.406891 3.435723  0.145
H: -6.947384 2.034381 2.809727  0.133
C: -2.279071 -5.326069 -4.175101  0.711
O: -1.068516 -5.412072 -4.308541  -0.740
N: -2.859283 -4.417795 -3.370125  -0.321
N: -3.141097 -6.131817 -4.821098  -0.338
H: -3.854059 -4.331517 -3.247296  0.149
H: -2.245951 -3.791359 -2.865199  0.278
H: -2.745578 -6.829930 -5.437179  0.207
H: -4.140884 -6.076225 -4.724102  0.147
C: -2.642853 -6.166724 -8.705749  0.644
O: -3.569593 -6.520514 -7.993968  -0.640
N: -2.728025 -6.134080 -10.047864  -0.407
N: -1.453613 -5.777836 -8.211678  -0.201
H: -1.975998 -5.845689 -10.650687  0.163
H: -3.606614 -6.419070 -10.460674  0.229
H: -1.347349 -5.787729 -7.205714  0.077
H: -0.678800 -5.483193 -8.781699  0.124
C: 6.831402 0.665680 1.982187  0.694
O: 6.987489 1.597382 1.208743  -0.663
N: 7.855024 0.073368 2.623245  -0.419
N: 5.621863 0.148000 2.262639  -0.295
H: 7.746417 -0.694787 3.263756  0.186
H: 8.782855 0.432837 2.440323  0.214
H: 4.824144 0.564959 1.800966  0.198
H: 5.473384 -0.618880 2.896614  0.163
C: 0.554747 3.172224 5.259432  0.698
O: -0.371994 2.818434 5.971213  -0.699
N: 0.469574 3.204868 3.917316  -0.185
N: 1.743987 3.561111 5.753503  -0.336
H: 1.221602 3.493259 3.314494  0.118
H: -0.409014 2.919878 3.504507  0.058
H: 1.850249 3.551219 6.759467  0.191
H: 2.518799 3.855755 5.183481  0.155
C: 3.191147 0.757467 7.880293  0.668
O: 3.658188 1.760783 7.364660  -0.630
N: 3.957761 -0.245165 8.345722  -0.418
N: 1.868153 0.564762 8.029225  -0.333
H: 3.591713 -1.078926 8.773460  0.156
H: 4.959720 -0.139954 8.253201  0.223
H: 1.255439 1.295661 7.691998  0.158
H: 1.464785 -0.254568 8.451205  0.171
C: 9.549063 -3.773661 1.530278  0.578
O: 9.811898 -4.961828 1.431157  -0.648
N: 10.310262 -2.916727 2.234433  -0.327
N: 8.474788 -3.215015 0.944211  -0.329
H: 10.110231 -1.935183 2.327543  0.155
H: 11.128979 -3.296592 2.691547  0.203
H: 7.875112 -3.825341 0.404540  0.192
H: 8.241918 -2.238836 1.014366  0.170
C: 1.755053 7.053768 -1.128918  0.529
O: 1.555198 5.850530 -1.074872  -0.560
N: 0.834475 7.961320 -0.756788  -0.371
N: 2.913705 7.579749 -1.565380  -0.424
H: 0.980550 8.956001 -0.793957  0.166
H: -0.052102 7.607335 -0.421788  0.218
H: 3.633687 6.930990 -1.855368  0.218
H: 3.096874 8.567599 -1.617094  0.154
C: 1.998422 -4.375833 -7.201362  0.698
O: 1.475671 -3.511289 -7.886886  -0.662
N: 1.436104 -4.849680 -6.074925  -0.284
N: 3.183482 -4.932020 -7.511068  -0.399
H: 1.851061 -5.561270 -5.497377  0.138
H: 0.543119 -4.457656 -5.805771  0.133
H: 3.640817 -4.603525 -8.351478  0.226
H: 3.629693 -5.644990 -6.959121  0.160
C: -10.802000 2.506030 5.371752  0.657
O: -9.591445 2.420028 5.238312  -0.645
N: -11.382212 3.414305 6.176728  -0.417
N: -11.664025 1.700282 4.725754  -0.357
H: -12.376987 3.500583 6.299557  0.156
H: -10.768879 4.040740 6.681654  0.222
H: -11.268507 1.002169 4.109673  0.221
H: -12.663813 1.755873 4.822751  0.166

Forces on atoms 1 to 3 (eV/Å):
1.2 0.7 0.5
0.9 -0.1 0.0
-1.2 0.6 -1.1

For the total energy, the calculation gives -106291.2877 eV. The orbital gap is 0.313 Ha. The SMILES is NCC[PH](CN)(COO)P(O)(O)=S.NC(N)=O.NC(N)=O.NC(N)=O.NC(N)=O.NC(N)=O.NC(N)=O.NC(N)=O.NC(N)=O.NC(N)=O.NC(N)=O. The calculation puts the largest force on an atom at 5.84 eV/A. The HOMO energy comes out at -0.3086 hartree.